The following is a DFT calculation (the ωB97M-V functional and the def2-TZVPD basis) of a cluster of 13 separate species, H26O13 in total.

The energy above the lowest of the compared OMol25 structures with the same formula, charge and spin is 238.76 kJ/mol. As for the gap between HOMO and LUMO: 0.388 Ha. The calculation puts the HOMO energy at -10.7 eV.

Structure (ORCA input):
```
! RIJCOSX wB97M-V def2-TZVPD def2/J DEFGRID3
* xyz 0 1
O 4.145 -0.742 -1.047
H 4.103 -0.969 -0.118
H 4.825 -1.314 -1.403
O 3.427 -1.315 2.598
H 3.221 -1.001 3.478
H 2.849 -2.067 2.470
O -0.343 -0.374 -0.347
H 0.151 -1.194 -0.363
H 0.322 0.305 -0.235
O -0.852 2.313 3.092
H -0.081 2.862 2.954
H -0.759 1.989 3.987
O -2.749 -4.065 -1.753
H -1.800 -3.973 -1.829
H -3.002 -3.417 -1.096
O 0.702 -3.652 -3.092
H 0.598 -2.733 -3.336
H 0.950 -4.090 -3.906
O -3.754 -1.599 0.720
H -3.047 -1.009 0.982
H -4.528 -1.261 1.171
O -0.212 -3.333 2.360
H -0.425 -2.400 2.354
H -0.682 -3.682 3.117
O -0.367 4.243 -0.692
H -1.136 3.692 -0.546
H 0.265 3.666 -1.119
O 1.950 1.941 -2.365
H 1.738 1.913 -3.298
H 2.515 1.182 -2.224
O -2.825 0.668 -3.253
H -2.332 0.042 -3.784
H -2.463 0.574 -2.372
O -3.439 2.598 0.685
H -3.612 3.512 0.910
H -2.797 2.308 1.333
O 2.820 3.365 2.179
H 3.521 3.947 2.474
H 3.101 3.069 1.314
*
```



The following is a DFT calculation (the ωB97M-V functional and the def2-TZVPD basis) of a cluster of 13 separate species, H26O13 in total in a non-equilibrium geometry.

The energy above the lowest of the compared OMol25 structures with the same formula, charge and spin is 543.13 kJ/mol. As for the gap between HOMO and LUMO: 0.362 Ha. The calculation puts the HOMO energy at -10.0 eV.

Structure (ORCA input):
```
! RIJCOSX wB97M-V def2-TZVPD def2/J DEFGRID3
* xyz 0 1
H 1.281 -0.292 -0.440
H -0.218 -0.123 -0.163
H -2.336 -1.890 1.888
H -3.402 -0.824 1.528
H 1.088 -0.932 2.005
H 1.182 0.019 3.356
H -0.432 -2.545 0.681
H 0.322 -3.857 0.382
H 6.464 -1.360 -1.353
H 4.995 -1.906 -1.599
H -3.440 -2.744 -1.097
H -4.057 -1.727 -2.183
H 3.246 1.881 2.351
H 2.676 2.997 1.307
H 0.643 -0.006 -5.658
H 0.177 -0.876 -4.700
H -1.978 -0.731 -3.280
H -1.701 0.736 -2.892
H -0.336 3.326 -0.399
H -0.021 2.239 -1.595
H -3.531 2.436 0.383
H -4.750 1.901 1.020
H -3.168 1.499 3.126
H -3.441 0.040 3.511
H 4.743 1.167 1.811
H 5.968 1.896 1.915
O 0.535 0.434 -0.494
O -2.589 -1.196 1.257
O 0.639 -0.236 2.615
O -0.309 -3.401 0.977
O 5.947 -1.876 -1.949
O -3.983 -1.894 -1.259
O 3.242 2.199 1.429
O -0.163 -0.533 -5.505
O -2.108 -0.059 -2.598
O -0.322 2.377 -0.618
O -3.860 2.256 1.237
O -2.729 0.632 3.155
O 5.723 0.973 1.844
*
```



The following is a DFT calculation (the ωB97M-V functional and the def2-TZVPD basis) of a cluster of 13 separate species, H26O13 in total in a non-equilibrium geometry.

The energy above the lowest of the compared OMol25 structures with the same formula, charge and spin is 200.90 kJ/mol. As for the gap between HOMO and LUMO: 0.295 Ha. The calculation puts the HOMO energy at -8.7 eV.

Structure (ORCA input):
```
! RIJCOSX wB97M-V def2-TZVPD def2/J DEFGRID3
* xyz 0 1
O 6.841 8.534 5.565
H 6.602 9.062 6.327
H 6.218 8.796 4.887
O 7.234 6.075 4.502
H 6.995 6.721 5.166
H 6.542 6.139 3.844
O 10.100 5.152 6.306
H 10.764 5.785 6.035
H 9.314 5.678 6.456
O 9.600 6.010 9.254
H 10.502 6.121 9.556
H 9.306 6.897 9.045
O 6.049 3.195 9.671
H 6.118 4.055 10.086
H 6.906 3.052 9.270
O 5.469 4.064 6.754
H 4.586 4.383 6.942
H 6.048 4.740 7.105
O 7.239 5.947 7.614
H 7.879 5.636 8.254
H 7.364 6.895 7.590
O 5.541 7.932 8.909
H 6.125 7.609 9.595
H 5.988 8.701 8.555
O 7.063 5.857 10.574
H 7.050 5.875 11.530
H 7.982 5.989 10.343
O 3.803 5.869 8.527
H 4.527 6.488 8.625
H 3.588 5.608 9.423
O 9.738 8.416 6.343
H 10.415 8.092 5.749
H 8.943 8.440 5.811
O 8.474 8.411 8.678
H 8.440 9.156 9.278
H 9.099 8.674 8.003
O 8.707 3.082 9.430
H 9.229 3.319 10.196
H 9.274 3.277 8.684
*
```



The following is a DFT calculation (the ωB97M-V functional and the def2-TZVPD basis) of a structure of composition H26O17PZr2 in a non-equilibrium geometry.

As for the gap between HOMO and LUMO: 0.160 Ha. The calculation puts the HOMO energy at -24.1 eV.

Structure (ORCA input):
```
! RIJCOSX wB97M-V def2-TZVPD def2/J DEFGRID3
* xyz 5 1
Zr -0.843 -3.591 1.119
Zr 0.533 1.884 -1.150
P -0.205 -0.271 -0.017
O -0.619 -1.665 0.554
O -1.030 0.500 -1.037
O 0.974 -0.147 -0.994
O 0.238 0.974 0.744
O 2.572 2.130 -0.283
H 3.082 2.808 0.198
H 3.204 1.411 -0.437
O -0.412 1.747 -3.202
H -0.982 2.347 -3.715
H -0.467 0.896 -3.668
O 0.499 3.663 0.358
H -0.151 4.373 0.515
H 1.176 3.792 1.042
O 1.350 0.062 2.957
H 2.235 0.447 2.948
H 0.881 0.430 2.177
O -0.549 -3.688 -1.111
H -0.296 -4.498 -1.612
H -0.669 -2.998 -1.792
O -3.620 0.288 -1.071
H -3.720 0.005 -0.157
H -2.655 0.248 -1.253
O 2.651 -2.117 -0.922
H 1.973 -1.389 -1.023
H 3.508 -1.683 -0.812
O 0.046 -2.282 2.995
H -0.114 -2.275 3.961
H 0.658 -1.509 2.832
O -1.495 3.197 -1.212
H -1.908 3.694 -1.939
H -2.231 2.972 -0.620
O 2.132 1.357 -2.806
H 2.481 0.453 -2.755
H 2.735 1.823 -3.418
O -2.616 -2.372 2.153
H -3.501 -2.170 1.784
H -2.535 -1.798 2.940
O -2.729 0.733 1.910
H -1.964 1.030 2.420
H -2.972 1.491 1.365
O 1.386 -3.466 0.746
H 1.883 -2.773 0.197
H 2.085 -4.066 1.090
*
```



The following is a DFT calculation (the ωB97M-V functional and the def2-TZVPD basis) of a cluster of 14 separate species, H27O14 in total in a non-equilibrium geometry.

The energy above the lowest of the compared OMol25 structures with the same formula, charge and spin is 294.66 kJ/mol. As for the gap between HOMO and LUMO: 0.344 Ha. The calculation puts the HOMO energy at -6.7 eV.

Structure (ORCA input):
```
! RIJCOSX wB97M-V def2-TZVPD def2/J DEFGRID3
* xyz -1 1
O 0.670 4.248 -2.003
H 0.489 -1.727 -1.667
O 1.021 -4.365 1.943
H -0.755 -2.104 0.254
H 2.924 -1.656 0.922
O 1.090 0.014 2.685
H 1.500 -1.871 0.274
H -2.683 2.420 1.737
O -3.002 3.218 2.232
H -1.401 -0.082 1.542
H -3.138 2.835 3.107
O -1.928 0.343 2.252
H 0.029 4.171 -1.277
H 1.479 -4.633 1.147
O -1.602 -2.304 -0.154
H -0.568 0.556 -1.877
H 0.536 0.273 4.578
O 0.111 0.987 -1.256
H -1.205 2.103 -0.765
H -1.424 -2.477 -1.106
O 2.042 -1.946 1.162
H 1.578 -0.549 2.008
H 1.299 1.166 -4.227
O -1.397 3.014 -0.407
H -1.728 3.482 -1.189
H 1.767 0.396 3.242
O -2.895 -2.845 -3.121
H -3.441 -2.060 -2.995
H -1.995 -2.592 -3.323
O 0.748 1.120 5.072
H 0.553 -0.006 -0.940
H 1.347 4.725 -1.513
O 1.029 -1.309 -0.986
H 2.647 -0.937 -3.616
H -0.169 1.463 5.053
O 0.692 0.529 -3.827
H -1.147 0.350 2.864
H 0.810 0.775 -2.842
O 2.743 -0.526 -2.744
H 1.564 -3.669 2.321
H 1.807 -0.532 -2.558
*
```



The following is a DFT calculation (the ωB97M-V functional and the def2-TZVPD basis) of a structure of composition H28KrO14 in a non-equilibrium geometry.

The energy above the lowest of the compared OMol25 structures with the same formula, charge and spin is 84.28 kJ/mol. As for the gap between HOMO and LUMO: 0.367 Ha. The calculation puts the HOMO energy at -10.0 eV.

Structure (ORCA input):
```
! RIJCOSX wB97M-V def2-TZVPD def2/J DEFGRID3
* xyz 0 1
Kr 0.061 0.076 -0.186
O 1.834 -3.613 -1.628
H 2.030 -3.111 -0.836
H 1.063 -3.185 -1.998
O -0.339 -2.148 -2.837
H -0.434 -1.224 -3.068
H -0.132 -2.582 -3.664
O -3.125 0.386 0.539
H -2.774 0.278 -0.345
H -2.555 1.039 0.945
O 2.475 -2.242 0.780
H 2.184 -1.937 1.639
H 3.328 -2.644 0.945
O 1.885 1.836 -2.454
H 2.094 1.587 -3.354
H 2.343 1.191 -1.914
O -2.292 -2.610 0.888
H -2.998 -2.021 1.154
H -2.315 -3.319 1.531
O -2.047 3.028 1.104
H -2.361 3.924 0.981
H -1.112 3.073 0.906
O -1.045 -0.024 3.563
H -0.960 -0.067 4.515
H -1.838 -0.525 3.370
O 0.482 3.724 0.128
H 1.114 3.030 -0.061
H 0.586 4.346 -0.592
O 3.273 0.006 -0.883
H 4.205 -0.115 -1.065
H 3.039 -0.737 -0.326
O 1.473 -1.787 3.330
H 1.654 -1.962 4.254
H 0.788 -1.118 3.342
O -3.482 0.165 -2.584
H -3.705 1.084 -2.437
H -2.638 0.192 -3.035
O -0.821 0.619 -3.452
H -0.104 1.178 -3.153
H -1.266 1.137 -4.122
O 0.811 2.082 3.367
H 0.127 1.502 3.031
H 1.495 1.490 3.680
*
```



The following is a DFT calculation (the ωB97M-V functional and the def2-TZVPD basis) of a cluster of 14 separate species, H28N2O18S2 in total in a non-equilibrium geometry.

As for the gap between HOMO and LUMO: 0.257 Ha. The calculation puts the HOMO energy at -2.8 eV.

Structure (ORCA input):
```
! RIJCOSX wB97M-V def2-TZVPD def2/J DEFGRID3
* xyz -2 1
N 18.840 20.169 0.749
H 19.584 19.481 0.819
H 17.987 19.621 1.047
H 18.695 20.596 -0.156
H 19.054 20.966 1.467
N 17.526 19.010 4.852
H 16.779 19.174 5.518
H 18.219 18.445 5.335
H 17.952 19.913 4.472
H 17.182 18.336 4.140
S 19.302 22.335 3.789
O 18.330 21.336 4.249
O 18.899 23.644 4.293
O 20.713 21.952 4.094
O 19.153 22.325 2.273
S 16.430 17.240 1.002
O 15.214 17.019 0.205
O 16.310 16.631 2.345
O 17.550 16.655 0.200
O 16.646 18.698 1.268
O 22.659 18.393 0.251
H 23.514 18.405 -0.187
H 22.145 17.736 -0.230
O 15.209 20.083 2.923
H 15.766 19.381 2.490
H 14.354 20.008 2.491
O 20.073 17.129 -0.145
H 20.489 16.281 0.037
H 19.094 16.910 -0.219
O 19.246 22.565 -0.801
H 19.701 23.325 -0.424
H 19.631 22.457 -1.679
O 21.752 23.003 1.467
H 21.305 23.466 0.758
H 21.017 22.670 2.040
O 15.734 20.534 -0.768
H 15.328 19.853 -1.313
H 15.843 20.106 0.100
O 20.435 18.756 3.504
H 20.921 18.330 2.792
H 20.253 18.049 4.131
O 16.562 23.017 -1.457
H 16.184 22.180 -1.120
H 17.522 22.912 -1.344
O 20.151 17.870 -2.650
H 19.897 17.077 -3.128
H 19.959 17.661 -1.691
O 17.714 24.521 1.368
H 16.912 24.505 1.893
H 18.218 23.736 1.677
*
```



The following is a DFT calculation (the ωB97M-V functional and the def2-TZVPD basis) of a cluster of 14 separate species, H28O14 in total in a non-equilibrium geometry.

The energy above the lowest of the compared OMol25 structures with the same formula, charge and spin is 256.14 kJ/mol. As for the gap between HOMO and LUMO: 0.329 Ha. The calculation puts the HOMO energy at -9.3 eV.

Structure (ORCA input):
```
! RIJCOSX wB97M-V def2-TZVPD def2/J DEFGRID3
* xyz 0 1
O 25.130 -2.623 10.036
H 24.844 -3.523 10.137
H 24.433 -2.020 10.466
O 26.502 0.369 10.625
H 26.000 0.507 11.422
H 27.295 -0.067 10.884
O 30.147 -2.268 8.170
H 29.614 -1.916 8.871
H 29.608 -2.009 7.413
O 28.032 -3.600 10.691
H 28.310 -2.728 10.416
H 28.797 -3.970 11.093
O 24.559 -0.090 8.505
H 25.002 -0.121 9.299
H 23.633 0.031 8.629
O 27.796 -4.464 7.485
H 27.330 -4.466 6.620
H 27.768 -3.533 7.728
O 26.808 0.437 5.584
H 25.965 -0.017 5.593
H 26.821 0.592 4.650
O 26.115 -4.576 5.391
H 25.572 -3.814 5.642
H 25.425 -5.223 5.611
O 24.941 -4.891 8.293
H 25.822 -4.463 8.330
H 25.240 -5.662 7.886
O 29.023 -1.166 10.422
H 29.358 -1.401 11.310
H 29.134 -0.188 10.312
O 28.524 -1.912 5.591
H 28.955 -1.159 5.110
H 27.951 -1.386 6.100
O 26.351 -1.885 12.707
H 26.275 -0.965 13.009
H 25.854 -1.934 11.874
O 25.272 -2.009 6.154
H 24.452 -1.598 6.554
H 25.022 -2.011 5.206
O 27.146 -1.947 8.306
H 26.497 -1.805 7.614
H 26.743 -1.918 9.201
*
```



The following is a DFT calculation (the ωB97M-V functional and the def2-TZVPD basis) of a cluster of 14 separate species, H28O14 in total in a non-equilibrium geometry.

The energy above the lowest of the compared OMol25 structures with the same formula, charge and spin is 229.45 kJ/mol. As for the gap between HOMO and LUMO: 0.357 Ha. The calculation puts the HOMO energy at -10.2 eV.

Structure (ORCA input):
```
! RIJCOSX wB97M-V def2-TZVPD def2/J DEFGRID3
* xyz 0 1
O -0.339 3.217 1.311
H 0.120 3.646 2.011
H -0.515 3.919 0.697
O -1.344 -1.782 -2.233
H -2.307 -1.832 -2.154
H -1.215 -1.793 -3.120
O 2.643 -0.867 -1.149
H 3.527 -0.664 -1.331
H 2.315 -0.093 -1.478
O -0.230 0.065 0.184
H -0.418 0.770 -0.380
H -0.033 -0.600 -0.472
O 1.914 0.699 1.774
H 1.171 0.460 1.181
H 1.504 1.032 2.531
O -0.575 -3.622 -0.482
H -0.849 -3.055 -1.260
H -0.375 -3.025 0.227
O 2.676 -1.856 1.346
H 2.501 -1.646 0.428
H 2.706 -1.036 1.844
O 0.045 -2.294 1.850
H -0.184 -1.522 1.369
H 0.963 -2.345 1.740
O -1.372 1.149 2.977
H -0.869 1.814 2.527
H -0.776 0.705 3.543
O -3.288 0.313 -2.300
H -3.048 0.383 -1.396
H -4.025 -0.293 -2.157
O -3.103 0.561 0.458
H -2.884 -0.255 0.982
H -2.529 1.138 0.951
O 1.566 -3.019 -2.231
H 2.012 -2.250 -1.859
H 0.825 -3.366 -1.709
O 2.198 3.274 0.255
H 1.290 3.078 0.470
H 2.396 3.963 0.873
O -0.510 2.390 -1.575
H -1.289 2.815 -1.921
H -0.299 1.822 -2.324
*
```



The following is a DFT calculation (the ωB97M-V functional and the def2-TZVPD basis) of a cluster of 14 separate species, H28O14 in total in a non-equilibrium geometry.

The energy above the lowest of the compared OMol25 structures with the same formula, charge and spin is 765.87 kJ/mol. As for the gap between HOMO and LUMO: 0.313 Ha. The calculation puts the HOMO energy at -9.3 eV.

Structure (ORCA input):
```
! RIJCOSX wB97M-V def2-TZVPD def2/J DEFGRID3
* xyz 0 1
O -0.720 -0.059 2.881
H -0.424 -0.441 1.967
H -0.181 -0.093 3.641
O 0.423 2.665 -2.079
H 1.213 3.074 -2.053
H 0.623 2.100 -2.869
O -0.296 -0.378 0.007
H 0.572 -0.011 0.276
H -0.639 0.531 -0.288
O 1.560 -1.328 1.634
H 2.534 -1.320 1.211
H 1.557 -1.563 2.467
O -2.171 -3.339 0.304
H -1.288 -3.115 0.205
H -2.575 -2.469 0.149
O -1.173 2.430 -0.419
H -1.896 3.049 -0.240
H -0.593 2.891 -1.000
O 0.612 -3.400 -0.190
H 0.644 -2.572 0.391
H 0.536 -4.140 0.498
O -0.596 2.400 2.483
H -0.227 1.497 2.640
H -1.292 2.170 1.825
O 1.800 0.515 -1.768
H 2.609 0.697 -1.950
H 1.387 1.173 -1.349
O 0.951 -2.258 -2.230
H 1.430 -1.546 -1.966
H 0.471 -2.608 -1.398
O 1.140 1.738 0.683
H 0.834 2.498 1.231
H 2.073 1.851 0.674
O 3.469 -0.898 0.154
H 3.055 -0.653 -0.515
H 4.186 -0.302 0.670
O -2.856 -1.367 -0.798
H -3.057 -0.511 -1.186
H -2.229 -1.037 -0.290
O -3.882 1.271 -1.500
H -3.107 1.485 -0.961
H -4.478 1.374 -0.945
*
```



The following is a DFT calculation (the ωB97M-V functional and the def2-TZVPD basis) of a cluster of 14 separate species, H28O14 in total in a non-equilibrium geometry.

The energy above the lowest of the compared OMol25 structures with the same formula, charge and spin is 813.55 kJ/mol. As for the gap between HOMO and LUMO: 0.303 Ha. The calculation puts the HOMO energy at -9.4 eV.

Structure (ORCA input):
```
! RIJCOSX wB97M-V def2-TZVPD def2/J DEFGRID3
* xyz 0 1
H 1.298 -0.425 -0.428
H 0.189 0.459 -0.051
H -2.576 1.002 3.746
H -2.019 1.248 2.330
H 2.436 2.356 -0.833
H 1.944 3.723 -0.419
H 2.795 0.242 1.346
H 2.514 -1.105 1.948
H -3.330 2.058 -2.586
H -3.197 0.412 -2.673
H -1.100 3.375 -0.133
H -2.230 4.149 -0.762
H -0.028 -2.582 -1.690
H -1.065 -1.942 -0.828
H -0.067 4.525 1.701
H 0.916 3.465 2.192
H 2.619 -1.914 -1.167
H 3.820 -1.317 -0.456
H -1.866 0.403 -0.682
H -2.919 1.471 -0.660
H 0.523 -4.171 0.889
H -0.169 -4.849 -0.224
H -0.503 -2.739 3.044
H -1.234 -1.832 2.159
H -2.441 -1.887 -1.798
H -3.280 -2.000 -0.431
H 5.868 -0.736 -1.930
H 5.165 -0.044 -0.811
O 0.434 -0.484 -0.037
O -2.474 0.642 2.821
O 1.959 3.094 -1.153
O 2.649 -0.729 1.078
O -3.813 1.221 -2.607
O -1.614 3.484 -0.945
O -0.959 -2.643 -1.537
O 0.616 4.378 2.325
O 3.114 -1.976 -0.356
O -2.795 0.624 -0.875
O -0.261 -4.222 0.488
O -1.460 -2.424 2.859
O -3.151 -2.416 -1.311
O 5.694 0.105 -1.542
*
```



The highest gap between HOMO and LUMO belongs to which entry?
number 1



Look up the gap between HOMO and LUMO of the seventh one.
0.257 Ha